{"formula": "C7H8", "method": "the ωB97M-V functional and the def2-TZVPD basis", "species": ["C", "C", "C", "C", "C", "C", "C", "H", "H", "H", "H", "H", "H", "H", "H"], "coordinates": [[-0.2812, 2.0782, -0.8001], [0.1335, 0.6891, -0.2854], [-0.4175, 0.3982, 1.0486], [-0.5850, -0.9186, 1.4401], [-0.2554, -1.9531, 0.5536], [0.4970, -1.6888, -0.6121], [0.9035, -0.3801, -0.7980], [-1.1637, 2.6163, -0.4070], [0.5835, 2.7650, -0.8126], [-0.4749, 1.8337, -1.9090], [-0.3835, 1.3070, 1.7493], [-1.0591, -1.0389, 2.3758], [-0.4456, -2.9617, 0.9661], [1.0049, -2.5462, -1.1220], [1.9435, -0.2000, -1.3874]], "forces_ev_per_angstrom": [[1.859, -0.748, -2.782], [-1.243, -0.058, 3.910], [1.481, 1.195, -1.688], [0.193, 0.835, -1.176], [-0.273, -0.475, 0.690], [0.813, -1.257, 2.162], [1.699, 1.634, -2.883], [0.523, -0.977, 0.310], [-0.346, -0.028, -0.009], [0.027, 0.848, 1.441], [-1.083, -1.498, -1.043], [-0.160, -0.791, 0.980], [0.066, 0.427, -0.927], [-0.524, 1.038, 0.420], [-3.033, -0.145, 0.596]], "mulliken_charge": [-1.10, 0.43, -0.35, -0.49, -0.23, -0.34, -0.32, 0.35, 0.28, 0.30, 0.26, 0.39, 0.30, 0.30, 0.23], "e_above_lowest_kcal_mol": 50.4, "e_homo_ev": -8.402, "spin_multiplicity": 1, "max_force_ev_per_a": 4.1, "lumo_ev": 0.9, "smiles": "Cc1ccccc1"}


{"formula": "C3H5F2NO2", "method": "the ωB97M-V functional and the def2-TZVPD basis", "species": ["O", "N", "C", "C", "O", "C", "F", "F", "H", "H", "H", "H", "H"], "coordinates": [[-1.0051, -2.4961, -0.6471], [-1.0965, -1.3230, -0.8114], [-0.3336, -0.5570, 0.2281], [1.1330, -0.4777, -0.2915], [1.8207, 0.7003, 0.1147], [-0.8800, 1.0793, 0.3704], [-2.0478, 0.9983, 0.9525], [-1.0300, 1.7080, -0.7487], [-0.4255, -0.8319, 1.2610], [1.5433, -1.3418, 0.1533], [1.0821, -0.6056, -1.3183], [1.4910, 1.5564, -0.2283], [-0.2517, 1.5907, 0.9653]], "forces_ev_per_angstrom": [[-0.103, -0.677, 0.074], [0.242, 0.893, 0.753], [-0.310, 4.642, -0.857], [-1.720, 1.292, 1.793], [0.287, -0.128, 0.209], [0.018, -5.889, -0.902], [-2.415, -0.030, 1.235], [-0.014, 1.176, -2.824], [-0.086, -1.031, 0.315], [1.418, -0.664, 0.374], [0.270, -0.047, -2.208], [-0.014, -1.211, -0.209], [2.424, 1.673, 2.247]], "mulliken_charge": [-0.31, -0.13, 0.37, -0.81, -0.53, -0.15, -0.28, -0.26, 0.43, 0.38, 0.44, 0.33, 0.52], "e_above_lowest_kcal_mol": 97.2, "e_homo_ev": -9.544, "spin_multiplicity": 1, "max_force_ev_per_a": 6.0, "lumo_ev": -0.3, "smiles": "O=N[C@@H](CO)C(F)F"}


{"formula": "C4H7N3O2", "method": "the ωB97M-V functional and the def2-TZVPD basis", "species": ["C", "C", "N", "C", "N", "O", "C", "O", "N", "H", "H", "H", "H", "H", "H", "H"], "coordinates": [[-0.1909, 0.8716, 2.0454], [0.0079, -0.3686, 1.1696], [0.6818, -0.0618, -0.1216], [1.0086, -1.2578, -0.7587], [0.4871, -1.7802, -1.7872], [-0.5235, -1.0814, -2.3952], [-0.7060, 0.3144, -2.1311], [-1.3417, 0.9354, -2.8961], [-0.1611, 0.7713, -0.9417], [0.6919, 1.4847, 2.1628], [-0.6215, 0.6655, 3.0173], [-0.9579, 1.5358, 1.6141], [-0.8997, -0.7530, 0.7731], [0.6494, -1.0985, 1.6064], [1.7759, -1.8969, -0.2645], [0.0999, 1.7194, -1.0925]], "forces_ev_per_angstrom": [[-0.954, 0.351, -0.669], [0.393, 1.688, -0.692], [0.174, 1.206, -0.584], [0.712, -0.939, 0.356], [0.853, -0.190, 0.372], [-0.983, 1.882, -0.206], [0.777, -2.863, 1.118], [-0.591, 1.103, -0.788], [-0.261, -1.279, -0.703], [0.444, -0.169, 0.055], [0.251, -0.508, 0.285], [0.315, -0.248, -0.245], [-1.310, -0.821, 0.836], [0.119, -0.696, 0.652], [-0.608, 0.750, -0.371], [0.667, 0.731, 0.585]], "mulliken_charge": [-1.28, -0.25, -0.17, -0.03, -0.35, -0.16, 0.51, -0.50, -0.15, 0.34, 0.40, 0.31, 0.33, 0.36, 0.40, 0.24], "e_above_lowest_kcal_mol": 81.9, "e_homo_ev": -9.459, "spin_multiplicity": 1, "max_force_ev_per_a": 3.2, "lumo_ev": 0.7, "smiles": "CCN1C=NOC(=O)N1"}


{"formula": "C4H9P", "method": "the ωB97M-V functional and the def2-TZVPD basis", "species": ["C", "C", "C", "C", "P", "H", "H", "H", "H", "H", "H", "H", "H", "H"], "coordinates": [[1.0358, -1.4684, -0.7778], [0.1331, -1.3401, 0.3772], [-0.5603, 1.6820, 0.0124], [-0.1588, 0.9079, 1.2094], [-0.7673, -1.8323, -1.0928], [1.4192, -0.5694, -1.2427], [1.7423, -2.2917, -0.7940], [0.2053, -1.9507, 1.2595], [-1.6204, 1.5596, -0.2040], [0.0171, 1.3785, -0.8645], [-0.3606, 2.7467, 0.1590], [-0.8916, 0.7146, 1.9675], [0.8609, 1.0038, 1.5415], [-1.0546, -0.5404, -1.5509]], "forces_ev_per_angstrom": [[0.038, -0.054, 0.085], [-0.318, 3.246, 1.430], [-0.068, 0.033, -0.017], [0.608, -3.178, -1.515], [-0.050, -0.567, -0.192], [0.013, 0.139, 0.002], [-0.071, -0.038, -0.058], [0.018, -0.164, 0.057], [0.019, 0.015, -0.079], [0.006, 0.011, -0.063], [-0.044, 0.093, 0.004], [-0.160, -0.018, 0.290], [0.127, 0.089, 0.184], [-0.118, 0.392, -0.129]], "mulliken_charge": [-0.63, -0.27, -0.84, -0.48, -0.04, 0.22, 0.28, 0.37, 0.27, 0.20, 0.31, 0.34, 0.30, -0.04], "e_above_lowest_kcal_mol": 59.5, "e_homo_ev": -8.182, "spin_multiplicity": 1, "max_force_ev_per_a": 3.6, "lumo_ev": 0.6}


{"formula": "C3H2N2O3", "method": "the ωB97M-V functional and the def2-TZVPD basis", "species": ["O", "C", "O", "N", "C", "C", "N", "O", "H", "H"], "coordinates": [[0.5967, -1.2451, 1.8996], [0.2718, -0.4621, 1.0088], [1.2703, 0.1631, 0.2569], [1.0075, 1.3428, -0.4511], [-0.0389, 1.3497, -1.1993], [-0.8424, 0.1581, -1.4926], [-1.2333, -0.7772, -0.7266], [-1.0182, -0.4599, 0.6673], [-0.1781, 2.2900, -1.7390], [-1.3749, -0.1886, -2.5087]], "forces_ev_per_angstrom": [[0.029, 2.896, -1.953], [1.855, -4.129, 2.397], [-1.133, -0.226, 0.400], [-1.143, 0.221, -0.132], [0.894, -0.125, 0.095], [-2.368, -1.883, -2.310], [0.084, 1.005, 0.811], [-0.132, 1.005, -0.942], [-0.072, -0.414, 0.077], [1.986, 1.649, 1.558]], "mulliken_charge": [-0.49, 0.62, -0.12, -0.29, -0.16, 0.18, -0.33, -0.13, 0.38, 0.34], "e_above_lowest_kcal_mol": 136.1, "e_homo_ev": -11.062, "spin_multiplicity": 1, "max_force_ev_per_a": 5.1, "lumo_ev": -1.0, "smiles": "O=C1ON=CC=NO1"}


{"formula": "C4H8FNO", "method": "the ωB97M-V functional and the def2-TZVPD basis", "species": ["C", "C", "C", "C", "N", "O", "F", "H", "H", "H", "H", "H", "H", "H", "H"], "coordinates": [[1.1487, 0.3990, -0.5765], [-0.1077, -0.1045, -1.0437], [1.9579, -0.3712, 0.4233], [-2.1234, -0.0908, 0.2023], [-1.4124, -0.1453, -1.0614], [0.8909, -0.2202, -1.8814], [-0.2306, -2.5138, 0.0561], [1.3479, 1.4625, -0.6683], [1.5858, -1.3928, 0.4717], [1.8528, 0.0998, 1.3945], [3.0102, -0.3807, 0.1431], [-3.1859, 0.0188, 0.0025], [-1.9369, -1.0140, 0.7594], [-1.7645, 0.7567, 0.7817], [-1.8105, -0.7894, -1.7397]], "forces_ev_per_angstrom": [[-1.001, 0.380, 0.475], [2.522, -0.513, 3.259], [0.115, -0.079, -0.460], [0.175, -0.353, -0.124], [-3.853, 0.295, -1.121], [1.850, -0.219, -2.686], [-0.257, -0.204, -0.089], [0.280, 0.107, -0.154], [0.162, 0.098, 0.081], [0.024, 0.051, 0.227], [0.123, 0.053, 0.070], [-0.007, 0.052, 0.063], [-0.175, 0.130, 0.271], [-0.040, 0.060, 0.003], [0.082, 0.142, 0.183]], "lowdin_spin": [0.07, 0.47, 0.02, 0.03, 0.27, 0.16, 0.94, 0.01, 0.00, 0.00, 0.00, 0.00, 0.01, 0.00, 0.01], "e_above_lowest_kcal_mol": 80.0, "e_homo_ev": [-4.887, -9.987], "spin_multiplicity": 3, "max_force_ev_per_a": 4.2, "lumo_ev": [1.0, -4.0], "s_squared": 2.006}


Number 5 is which compound? C3H2N2O3